Record 1
{
  "formula": "C32H72BN4O28",
  "method": "wB97M-V/def2-TZVPD",
  "lumo_ev": [3.614, 3.614],
  "total_charge": -2,
  "homo_ha": [0.042, -0.105],
  "s2": 0.7533,
  "multiplicity": 2,
  "gap_ev": [2.463, 6.465],
  "elements": ["O", "C", "O", "B", "O", "C", "O", "O", "C", "O", "C", "O", "O", "C", "N", "O", "O", "H", "H", "H", "C", "N", "O", "O", "H", "H", "H", "C", "N", "O", "O", "H", "H", "H", "C", "N", "O", "O", "H", "H", "H", "C", "O", "C", "C", "O", "C", "H", "H", "H", "H", "H", "H", "H", "H", "H", "H", "C", "O", "C", "C", "O", "C", "H", "H", "H", "H", "H", "H", "H", "H", "H", "H", "C", "O", "C", "C", "O", "C", "H", "H", "H", "H", "H", "H", "H", "H", "H", "H", "C", "O", "C", "C", "O", "C", "H", "H", "H", "H", "H", "H", "H", "H", "H", "H", "C", "O", "C", "C", "O", "C", "H", "H", "H", "H", "H", "H", "H", "H", "H", "H", "C", "O", "C", "C", "O", "C", "H", "H", "H", "H", "H", "H", "H", "H", "H", "H"],
  "coordinates": [[0.6942, -3.4388, -0.2596], [0.1516, -2.3705, 0.1668], [0.4984, -1.2094, -0.1940], [-0.3831, -0.2198, 0.4508], [-1.3979, -1.0175, 1.2018], [-1.1381, -2.2277, 0.9825], [-1.7919, -3.1459, 1.4545], [-0.9418, 0.8106, -0.4610], [-0.5100, 2.0241, -0.0884], [-0.8087, 3.1051, -0.5870], [0.3215, 1.8622, 1.1995], [0.3630, 0.6110, 1.4654], [0.8095, 2.8029, 1.8793], [0.5875, -3.1517, -3.1750], [1.6057, -4.2064, -3.4828], [2.5713, -3.8784, -4.1856], [1.3234, -5.3673, -3.0999], [-0.2315, -3.5067, -2.5494], [0.2809, -2.7330, -4.1335], [1.1090, -2.3522, -2.6487], [2.3214, 1.0185, 4.2344], [2.7475, -0.2778, 3.5502], [3.9333, -0.3405, 3.1742], [1.9615, -1.2337, 3.5246], [1.2957, 1.2962, 3.9916], [3.0165, 1.8276, 4.0101], [2.4626, 0.7082, 5.2697], [0.4710, -6.5960, -0.0831], [-0.1695, -6.3197, 1.2754], [0.5642, -6.0125, 2.1689], [-1.3674, -6.4425, 1.2679], [0.2896, -7.6335, -0.3639], [1.5341, -6.4782, 0.1268], [0.1076, -5.9013, -0.8404], [-0.8262, -4.2024, 4.1210], [-1.5618, -3.8624, 5.3260], [-2.7480, -4.0761, 5.3512], [-0.9584, -3.2922, 6.1618], [-0.1394, -5.0226, 4.3301], [-0.3687, -3.2840, 3.7531], [-1.5812, -4.4953, 3.3914], [-4.0366, -2.9358, -1.8362], [-3.6733, -2.0150, -2.8597], [-2.8523, -0.9583, -2.4771], [-2.3275, -0.2823, -3.7413], [-1.5281, -1.1529, -4.4482], [-1.1504, -0.6851, -5.7940], [-4.5908, -2.3939, -1.0698], [-3.1873, -3.4137, -1.3480], [-4.6029, -3.7932, -2.1999], [-1.9721, -1.2898, -1.9262], [-3.3990, -0.2137, -1.8986], [-1.8477, 0.6532, -3.4536], [-3.1404, 0.0253, -4.3991], [-2.0779, -0.7523, -6.3625], [-0.3097, -1.1760, -6.2842], [-0.9125, 0.3787, -5.7909], [6.0367, -7.8863, -1.4637], [5.5882, -6.4926, -1.5062], [4.2626, -6.2781, -0.9881], [3.8528, -4.8209, -0.7478], [4.6845, -4.1981, 0.2701], [4.2338, -2.9461, 0.7101], [6.4655, -8.1795, -0.5054], [6.8825, -8.0332, -2.1354], [5.3038, -8.6424, -1.7449], [4.2770, -6.8004, -0.0315], [3.5588, -6.8905, -1.5519], [2.8551, -4.8964, -0.3154], [3.8915, -4.2194, -1.6560], [5.0473, -2.5503, 1.3182], [3.3460, -3.0458, 1.3345], [4.1618, -2.2111, -0.0916], [-3.6759, 8.2179, 0.3209], [-3.0536, 6.9771, 0.6593], [-2.2174, 7.1033, 1.8345], [-1.6650, 5.6882, 2.1013], [-2.7887, 4.8268, 2.5419], [-2.3106, 3.6172, 3.1585], [-3.0827, 9.1315, 0.2813], [-4.4949, 8.4948, 0.9847], [-4.0023, 8.1438, -0.7164], [-2.8326, 7.3860, 2.6887], [-1.4793, 7.8794, 1.6322], [-1.0400, 5.7620, 2.9913], [-1.0910, 5.3516, 1.2380], [-1.8042, 3.8137, 4.1035], [-1.7520, 2.9573, 2.4948], [-3.1704, 2.9769, 3.3558], [-4.2530, 0.7688, -7.9936], [-3.9040, 1.2686, -6.7668], [-4.0720, 2.6646, -6.5945], [-3.2975, 3.0175, -5.3676], [-3.9543, 2.6268, -4.1750], [-3.2960, 3.1696, -3.0370], [-5.0287, 1.3891, -8.4427], [-4.5663, -0.2751, -7.9784], [-3.3505, 0.6488, -8.5928], [-5.1244, 2.8296, -6.3637], [-3.7577, 3.1841, -7.4998], [-3.1435, 4.0961, -5.3971], [-2.2791, 2.6394, -5.4574], [-3.8164, 3.0577, -2.0858], [-3.1680, 4.2520, -3.0485], [-2.2876, 2.7623, -2.9637], [0.2729, 3.2522, 6.4628], [0.2255, 2.1762, 7.3889], [-0.9366, 1.3516, 7.3737], [-1.0244, 0.3449, 6.1983], [-1.3279, 1.0323, 4.9601], [-1.8394, 0.1973, 3.9424], [0.2487, 2.8573, 5.4471], [1.2620, 3.6980, 6.5687], [-0.5047, 4.0067, 6.5816], [-1.8018, 2.0111, 7.3056], [-0.9684, 0.7765, 8.2991], [-1.7853, -0.3896, 6.4624], [-0.1647, -0.3245, 6.1655], [-1.0683, -0.4746, 3.5656], [-2.3186, 0.7290, 3.1203], [-2.6757, -0.3638, 4.3595], [4.9500, 5.3036, -1.5440], [3.7093, 4.9713, -1.0097], [2.9769, 3.8124, -1.4424], [3.3384, 2.4603, -0.7249], [4.7130, 2.0633, -0.7471], [5.1169, 0.8989, -0.0146], [4.9211, 5.5876, -2.5960], [5.5634, 4.4042, -1.5987], [5.5505, 5.9974, -0.9556], [3.0748, 3.6176, -2.5103], [1.9259, 4.0078, -1.2294], [2.7898, 1.6680, -1.2343], [2.9706, 2.5430, 0.2978], [4.6894, 0.9194, 0.9878], [6.1934, 0.7477, 0.0656], [4.7463, 0.0152, -0.5340]],
  "lowdin_charge": [0.034, -0.357, 0.266, -0.830, 0.245, -0.440, 0.092, 0.144, -0.480, -0.018, -0.528, 0.138, -0.054, 0.042, -0.386, 0.038, 0.018, 0.093, 0.084, 0.103, 0.053, -0.381, 0.012, 0.041, 0.070, 0.096, 0.094, 0.044, -0.434, 0.069, 0.067, 0.092, 0.066, 0.077, 0.021, -0.487, 0.060, 0.065, 0.096, 0.101, 0.076, -0.090, -0.173, -0.188, -0.224, -0.189, -0.047, 0.088, 0.076, 0.078, 0.116, 0.137, 0.117, 0.113, 0.071, 0.079, 0.076, -0.103, -0.184, -0.199, -0.158, -0.190, -0.112, 0.074, 0.072, 0.075, 0.114, 0.111, 0.090, 0.120, 0.083, 0.088, 0.076, -0.140, -0.176, -0.190, -0.144, -0.188, -0.099, 0.069, 0.076, 0.079, 0.113, 0.115, 0.112, 0.124, 0.074, 0.072, 0.076, -0.148, -0.201, -0.192, -0.233, -0.168, -0.099, 0.086, 0.084, 0.082, 0.130, 0.125, 0.119, 0.124, 0.096, 0.082, 0.071, -0.105, -0.201, -0.182, -0.179, -0.198, -0.086, 0.066, 0.085, 0.083, 0.118, 0.117, 0.107, 0.117, 0.082, 0.087, 0.089, -0.149, -0.180, -0.138, -0.163, -0.215, -0.088, 0.072, 0.070, 0.080, 0.111, 0.121, 0.123, 0.109, 0.070, 0.080, 0.066]
}

=====

Record 2
{
  "formula": "C32H72F4K2N6O8S4",
  "method": "wB97M-V/def2-TZVPD",
  "lumo_ev": [-11.189, -13.379],
  "total_charge": 5,
  "homo_ha": [-0.726, -0.707],
  "s2": 0.7620,
  "multiplicity": 2,
  "gap_ev": [8.564, 5.855],
  "elements": ["K", "K", "C", "C", "C", "N", "C", "C", "C", "C", "C", "H", "H", "H", "H", "H", "H", "H", "H", "H", "H", "H", "H", "H", "H", "H", "H", "H", "H", "C", "C", "C", "N", "C", "C", "C", "C", "C", "H", "H", "H", "H", "H", "H", "H", "H", "H", "H", "H", "H", "H", "H", "H", "H", "H", "H", "C", "C", "C", "N", "C", "C", "C", "C", "C", "H", "H", "H", "H", "H", "H", "H", "H", "H", "H", "H", "H", "H", "H", "H", "H", "H", "H", "C", "C", "C", "N", "C", "C", "C", "C", "C", "H", "H", "H", "H", "H", "H", "H", "H", "H", "H", "H", "H", "H", "H", "H", "H", "H", "H", "N", "S", "O", "O", "F", "S", "O", "O", "F", "N", "S", "O", "O", "F", "S", "O", "O", "F"],
  "coordinates": [[1.2017, 3.2258, 1.7007], [-1.5550, -3.5212, -1.2335], [-3.9051, -2.0429, 7.5534], [-2.8036, -2.6146, 6.6803], [-3.2338, -2.4743, 5.0912], [-2.0523, -3.0688, 4.2931], [-1.0907, -1.9009, 4.0334], [-2.4706, -3.6558, 2.9103], [-1.2879, -4.5181, 2.4467], [-0.5673, -4.9597, 3.6650], [-1.2731, -4.2991, 4.8526], [-3.3801, -1.8008, 8.4775], [-4.6636, -2.8257, 7.5593], [-4.2971, -1.1391, 7.0870], [-2.5136, -3.6572, 6.8108], [-1.8686, -2.0747, 6.8292], [-3.4347, -1.4893, 4.6698], [-4.0897, -3.1468, 5.0327], [-0.5746, -1.5100, 4.9103], [-1.6249, -1.1744, 3.4211], [-0.3266, -2.3654, 3.4102], [-2.6851, -2.7429, 2.3547], [-3.4342, -4.1650, 2.8946], [-0.7038, -3.8539, 1.8097], [-1.6987, -5.2180, 1.7190], [0.4951, -4.7175, 3.6385], [-0.6488, -6.0050, 3.9630], [-0.3992, -4.0096, 5.4362], [-2.0101, -4.9312, 5.3479], [4.7535, -0.9979, -2.0446], [3.9034, -0.2189, -3.1253], [4.0285, 1.2506, -2.7231], [3.0430, 2.2284, -3.4892], [1.5610, 1.9329, -3.4233], [3.4391, 2.3131, -4.9490], [4.4857, 3.3887, -4.9736], [3.9591, 4.5086, -4.1294], [3.2696, 3.7424, -3.0250], [5.8088, -0.8556, -2.2774], [4.5806, -2.0741, -2.0440], [4.4203, -0.7607, -1.0342], [2.9475, -0.7425, -3.1227], [4.3580, -0.3399, -4.1086], [5.0153, 1.7039, -2.8178], [3.8539, 1.3801, -1.6550], [1.2900, 1.9310, -2.3675], [1.3395, 1.0489, -4.0212], [1.0916, 2.8118, -3.8654], [2.5691, 2.3388, -5.6052], [3.9139, 1.4556, -5.4258], [4.7785, 3.7678, -5.9528], [5.4820, 3.1085, -4.6316], [3.2440, 5.1221, -4.6775], [4.6453, 5.1971, -3.6363], [2.2903, 4.0999, -2.7068], [3.8781, 3.7649, -2.1209], [-4.2763, 2.2873, -8.3774], [-4.1766, 2.7446, -6.9564], [-4.8988, 1.7542, -6.0311], [-4.3423, 1.7467, -4.5698], [-2.8061, 1.5161, -4.5481], [-4.5484, 3.1916, -3.8811], [-5.1264, 2.9814, -2.3923], [-5.0947, 1.4392, -2.1819], [-5.0927, 0.8102, -3.5819], [-5.3005, 2.0023, -8.6180], [-3.5827, 1.5360, -8.7547], [-4.0982, 3.1793, -8.9781], [-4.6343, 3.7124, -6.7513], [-3.1239, 2.8993, -6.7199], [-4.7377, 0.7560, -6.4383], [-5.9727, 1.8702, -6.1770], [-2.7309, 0.6554, -5.2127], [-2.5137, 1.1812, -3.5529], [-2.1972, 2.3776, -4.8223], [-3.6039, 3.7354, -3.8953], [-5.3357, 3.7612, -4.3749], [-4.5286, 3.5415, -1.6732], [-6.1933, 3.2007, -2.3518], [-4.2362, 1.0852, -1.6111], [-6.0217, 1.2075, -1.6575], [-4.4675, -0.0826, -3.5938], [-6.0970, 0.7049, -3.9923], [7.3185, -5.9762, 3.2989], [6.9165, -4.5199, 2.8846], [5.3603, -4.4945, 3.0222], [4.6054, -3.1728, 2.8330], [5.0566, -2.5957, 1.4541], [5.0348, -2.1871, 4.0036], [3.7872, -1.2321, 4.2623], [2.5846, -2.0551, 3.8910], [3.0178, -3.3602, 2.8974], [7.2507, -6.1952, 4.3645], [8.3387, -6.3585, 3.2635], [6.7236, -6.7597, 2.8296], [7.1899, -4.1365, 1.9016], [7.2617, -3.7874, 3.6142], [5.2197, -4.8470, 4.0440], [4.8117, -5.1228, 2.3204], [6.1307, -2.4372, 1.3577], [4.6647, -1.5792, 1.4898], [4.6874, -3.1889, 0.6175], [6.0218, -1.7766, 3.7906], [5.2394, -2.7612, 4.9073], [3.7168, -0.4536, 3.5027], [3.6673, -0.7615, 5.2381], [1.8186, -1.5139, 3.3356], [2.0366, -2.4092, 4.7641], [2.7011, -3.3059, 1.8558], [2.5337, -4.2296, 3.3423], [-0.2011, 1.5778, 0.1727], [-1.6333, 1.7237, -0.0115], [-2.5548, 0.9015, 0.8017], [-2.0238, 2.2614, -1.2642], [-1.7720, 2.9764, 0.9917], [0.0467, -0.0276, 0.1622], [-0.6610, -0.8702, -0.9039], [0.3928, -0.7072, 1.3608], [1.5987, 0.0130, -0.5241], [-5.1141, 6.6465, 2.2571], [-4.5773, 6.2614, 0.9763], [-3.3805, 6.9488, 0.4568], [-5.4873, 5.6011, 0.0588], [-3.8799, 4.9701, 1.6637], [-6.1588, 7.8420, 1.6227], [-7.5847, 7.4739, 1.4556], [-5.7111, 8.9843, 0.8024], [-6.3094, 8.3961, 3.1181]],
  "lowdin_charge": [0.954, 0.936, -0.068, -0.207, -0.048, -0.227, 0.021, -0.074, -0.165, -0.139, -0.068, 0.095, 0.095, 0.086, 0.091, 0.096, 0.130, 0.133, 0.116, 0.103, 0.062, 0.124, 0.145, 0.085, 0.124, 0.093, 0.145, 0.138, 0.147, -0.083, -0.192, -0.095, -0.205, 0.014, -0.112, -0.157, -0.138, -0.074, 0.093, 0.073, 0.047, 0.105, 0.113, 0.140, 0.110, 0.082, 0.112, 0.108, 0.144, 0.137, 0.145, 0.132, 0.134, 0.139, 0.119, 0.125, -0.089, -0.254, -0.111, -0.197, 0.017, -0.025, -0.100, -0.151, -0.073, 0.093, 0.092, 0.093, 0.118, 0.100, 0.127, 0.146, 0.106, 0.074, 0.094, 0.116, 0.126, 0.096, 0.121, 0.077, 0.124, 0.119, 0.142, -0.072, -0.176, -0.153, -0.217, 0.027, -0.030, -0.131, -0.144, 0.011, 0.084, 0.091, 0.082, 0.098, 0.106, 0.132, 0.132, 0.104, 0.090, 0.107, 0.133, 0.135, 0.098, 0.132, 0.062, 0.099, 0.102, 0.099, -0.393, 0.411, -0.266, -0.225, -0.209, 0.653, -0.403, -0.260, -0.238, -0.072, 0.443, -0.165, -0.175, -0.210, 0.679, -0.163, -0.168, -0.158]
}